No. 1
{"formula": "HIN3P3", "method": "the ωB97M-V functional and the def2-TZVPD basis", "species": ["N", "N", "N", "P", "P", "P", "I", "H"], "positions_angstrom": [[-1.1240, 1.1146, 0.4456], [1.1779, 1.0042, -0.6907], [0.5777, -0.7567, 1.3284], [-1.1021, -0.4066, 0.9934], [-0.0875, 2.0256, -0.2235], [1.5595, -0.2496, 0.1258], [-3.0800, -1.4215, -1.1280], [2.0786, -1.3101, -0.8510]], "forces_ev_per_a": [[-1.700, -1.227, 0.340], [0.107, 1.050, -0.264], [0.423, 0.057, -1.610], [0.216, -0.504, 0.451], [1.881, 1.159, -0.969], [-1.824, -2.343, -0.309], [1.164, 0.473, 0.811], [-0.267, 1.334, 1.550]], "lowdin_charge": [-0.66, -0.55, -0.56, 0.57, 0.72, 0.65, -0.20, 0.04], "lumo_ev": [-2.99, -3.20], "total_charge": 0, "e_homo_ha": [-0.3187, -0.3068]}



No. 2
{"formula": "C43H42As2N7O6Rb", "method": "the ωB97M-V functional and the def2-TZVPD basis", "species": ["Rb", "O", "C", "C", "C", "C", "C", "C", "C", "N", "N", "C", "O", "C", "C", "C", "C", "C", "C", "H", "H", "H", "H", "H", "H", "H", "H", "H", "H", "C", "C", "As", "C", "C", "C", "C", "C", "C", "C", "C", "C", "C", "C", "C", "As", "C", "C", "C", "C", "C", "C", "C", "C", "C", "C", "C", "C", "H", "H", "H", "H", "H", "H", "H", "H", "H", "H", "H", "H", "H", "H", "H", "H", "H", "H", "H", "H", "H", "H", "H", "H", "N", "N", "C", "N", "N", "N", "O", "O", "H", "H", "H", "H", "H", "C", "O", "C", "O", "H", "H", "H"], "positions_angstrom": [[1.4397, 0.9690, -0.4671], [-0.9228, -1.3922, 0.0123], [-0.8249, -2.4945, 0.6377], [-1.7911, -3.5450, 0.4538], [-1.6918, -4.7888, 1.0317], [-0.6151, -5.1087, 1.8607], [0.3180, -4.1158, 2.0989], [0.2410, -2.8282, 1.5590], [1.2962, -1.9281, 2.0142], [1.3358, -0.6526, 1.9510], [2.4984, -0.1408, 2.5362], [2.4989, 1.1580, 2.6963], [1.6069, 2.0137, 2.3937], [3.7637, 1.6829, 3.3434], [4.7701, 0.8367, 3.8072], [5.9065, 1.3552, 4.4076], [6.0612, 2.7296, 4.5541], [5.0677, 3.5788, 4.0895], [3.9290, 3.0557, 3.4901], [-2.6409, -3.3296, -0.1804], [-2.4609, -5.5298, 0.8308], [-0.5150, -6.0904, 2.3065], [1.1594, -4.3309, 2.7524], [2.1338, -2.4210, 2.5212], [4.6343, -0.2279, 3.6769], [6.6818, 0.6846, 4.7608], [6.9526, 3.1334, 5.0206], [5.1814, 4.6525, 4.1886], [3.1479, 3.7030, 3.1140], [-2.5739, -2.2352, -2.9174], [-3.2487, -0.8766, -3.0453], [-2.4189, 0.6132, -2.0236], [-3.6950, 0.6701, -0.5355], [-4.1756, -0.4979, 0.0479], [-4.9981, -0.4505, 1.1655], [-5.3508, 0.7714, 1.7180], [-4.8754, 1.9445, 1.1469], [-4.0536, 1.8932, 0.0306], [-3.3352, 1.9944, -3.0985], [-4.7251, 2.0791, -3.1869], [-5.3300, 3.0239, -4.0019], [-4.5498, 3.9044, -4.7437], [-3.1682, 3.8309, -4.6627], [-2.5652, 2.8796, -3.8455], [-0.6471, -2.4217, -3.4011], [-0.2957, -0.7607, -4.3695], [0.7978, -0.0257, -3.9202], [1.1237, 1.1910, -4.5061], [0.3517, 1.6823, -5.5474], [-0.7303, 0.9457, -6.0194], [-1.0469, -0.2733, -5.4385], [-0.9144, -3.5955, -4.9673], [-1.6792, -4.7539, -4.8257], [-1.8098, -5.6624, -5.8665], [-1.1627, -5.4361, -7.0738], [-0.3814, -4.2989, -7.2225], [-0.2567, -3.3908, -6.1789], [-3.1197, -2.9680, -3.5164], [-2.5920, -2.5671, -1.8828], [-4.2939, -0.9593, -2.7319], [-3.2513, -0.5332, -4.0791], [-3.8732, -1.4569, -0.3456], [-5.3368, -1.3736, 1.6200], [-5.9765, 0.8106, 2.6017], [-5.1310, 2.9038, 1.5816], [-3.6741, 2.8142, -0.3965], [-5.3423, 1.4077, -2.6000], [-6.4116, 3.0775, -4.0563], [-5.0208, 4.6463, -5.3783], [-2.5516, 4.5159, -5.2327], [-1.4851, 2.8261, -3.7827], [1.4232, -0.4103, -3.1198], [1.9784, 1.7426, -4.1328], [0.5919, 2.6386, -5.9973], [-1.3334, 1.3269, -6.8355], [-1.8810, -0.8489, -5.8245], [-2.1758, -4.9580, -3.8828], [-2.4123, -6.5531, -5.7311], [-1.2605, -6.1440, -7.8881], [0.1368, -4.1153, -8.1565], [0.3580, -2.5088, -6.3120], [-1.4506, 0.6192, 2.1051], [-1.3049, 1.9887, 2.3775], [-0.8093, 2.9009, 1.5389], [-0.2494, 3.9917, 2.1453], [-0.9095, 2.6294, 0.2353], [-0.4101, 3.5311, -0.6380], [-0.3879, 4.7445, -0.3960], [-0.0301, 3.0800, -1.7124], [-2.0057, 0.5024, 1.2661], [-0.5223, 0.2243, 1.9080], [-1.1448, 2.1920, 3.3501], [0.5366, 3.6497, 2.7034], [0.0140, 4.7003, 1.4750], [6.0872, 0.7061, -2.7092], [5.0046, -0.2081, -2.7868], [3.8200, 0.1557, -2.0735], [3.9038, 1.2488, -1.5108], [6.9089, 0.2702, -3.2817], [6.4050, 0.8714, -1.6763], [5.8277, 1.6829, -3.1288]], "forces_ev_per_a": [[-0.143, -0.589, 0.188], [-0.023, 0.036, 0.067], [0.015, -0.026, -0.054], [-0.001, 0.033, 0.029], [0.021, -0.007, 0.003], [-0.011, -0.007, -0.002], [0.002, 0.004, 0.003], [-0.001, -0.013, 0.002], [0.013, -0.004, -0.012], [-0.023, 0.025, 0.018], [0.022, -0.014, 0.077], [-0.021, 0.017, 0.044], [0.007, -0.029, -0.081], [-0.004, 0.009, 0.017], [-0.008, 0.000, -0.010], [0.007, 0.001, 0.004], [0.002, 0.000, -0.004], [-0.001, -0.005, 0.002], [0.011, 0.008, 0.010], [-0.030, 0.011, 0.030], [-0.004, 0.003, 0.000], [-0.001, 0.000, 0.000], [0.001, 0.004, -0.001], [-0.004, -0.003, -0.004], [0.006, -0.003, 0.001], [-0.001, -0.004, -0.001], [0.001, -0.001, -0.001], [-0.001, 0.000, -0.001], [0.000, -0.002, 0.000], [0.005, 0.002, 0.014], [-0.016, -0.024, -0.020], [0.060, -0.023, 0.031], [-0.013, 0.006, -0.014], [0.008, 0.035, 0.012], [-0.001, 0.003, 0.021], [-0.004, -0.016, 0.005], [0.002, 0.009, -0.007], [0.016, -0.011, 0.016], [-0.041, -0.027, 0.008], [-0.002, 0.030, -0.009], [0.005, 0.008, -0.012], [-0.005, -0.006, 0.002], [0.012, -0.020, 0.000], [0.017, 0.011, 0.039], [-0.026, -0.031, -0.010], [0.041, 0.013, 0.019], [-0.039, -0.059, -0.018], [-0.001, 0.032, 0.014], [0.024, -0.030, -0.037], [0.027, -0.025, -0.021], [-0.014, 0.024, -0.008], [-0.014, 0.023, 0.008], [0.001, -0.003, 0.006], [0.007, 0.001, -0.011], [-0.001, -0.003, 0.003], [-0.007, 0.000, -0.001], [0.009, 0.000, 0.005], [0.002, -0.004, 0.009], [-0.006, 0.037, -0.033], [-0.005, 0.024, -0.008], [-0.010, -0.006, -0.011], [0.032, -0.083, -0.022], [-0.001, -0.001, -0.005], [0.001, -0.002, -0.002], [0.002, 0.000, -0.004], [-0.009, -0.002, 0.003], [0.007, -0.007, -0.004], [0.001, 0.002, -0.003], [0.001, 0.003, 0.003], [0.003, 0.005, -0.002], [-0.016, 0.025, 0.024], [0.099, 0.021, -0.021], [0.005, -0.010, 0.003], [-0.002, 0.007, 0.000], [-0.002, 0.001, 0.003], [0.000, -0.004, 0.004], [0.005, -0.008, -0.008], [-0.001, 0.001, 0.002], [0.000, 0.000, -0.001], [0.000, 0.002, 0.000], [0.001, 0.002, 0.001], [-0.008, 0.000, -0.030], [0.005, 0.012, 0.024], [-0.016, 0.064, -0.081], [0.005, -0.005, -0.001], [-0.051, 0.076, 0.049], [-0.054, 0.234, -0.040], [-0.069, -0.006, -0.004], [-0.095, 0.154, 0.022], [-0.015, -0.001, 0.001], [-0.001, -0.008, 0.011], [-0.003, -0.019, 0.002], [0.003, -0.003, -0.004], [0.004, 0.007, 0.017], [-0.015, -0.009, -0.006], [0.042, -0.016, 0.010], [-0.057, 0.093, -0.109], [0.323, 0.057, -0.155], [0.002, -0.001, 0.001], [0.004, 0.003, 0.000], [0.002, 0.002, 0.002]], "lowdin_charge": [0.83, -0.16, -0.40, -0.06, -0.14, -0.15, -0.09, -0.14, -0.12, -0.08, 0.03, -0.53, -0.15, -0.13, -0.04, -0.11, -0.13, -0.11, -0.04, 0.06, 0.08, 0.07, 0.09, 0.11, 0.10, 0.09, 0.08, 0.09, 0.10, -0.43, -0.42, 1.36, -0.41, -0.11, -0.09, -0.11, -0.10, -0.14, -0.37, -0.12, -0.10, -0.12, -0.09, -0.11, 1.35, -0.44, -0.14, -0.07, -0.10, -0.11, -0.14, -0.40, -0.13, -0.11, -0.12, -0.10, -0.11, 0.05, 0.00, 0.06, 0.04, 0.08, 0.10, 0.09, 0.10, 0.10, 0.10, 0.09, 0.09, 0.10, 0.08, 0.04, 0.11, 0.10, 0.10, 0.10, 0.09, 0.09, 0.09, 0.09, 0.10, 0.09, 0.00, -0.43, 0.16, 0.10, -0.46, 0.00, -0.08, 0.03, 0.03, 0.14, 0.08, 0.07, -0.17, -0.23, -0.42, -0.28, 0.06, 0.07, 0.07], "lumo_ev": 3.93, "total_charge": -2, "e_homo_ha": -0.0620}



No. 3
{"formula": "C4H10N2O2", "method": "the ωB97M-V functional and the def2-TZVPD basis", "species": ["O", "C", "N", "C", "N", "C", "C", "O", "H", "H", "H", "H", "H", "H", "H", "H", "H", "H"], "positions_angstrom": [[-0.8067, -3.7131, 1.7865], [-0.5250, -2.5413, 1.6090], [-1.1328, -1.8146, 0.7170], [-0.6326, -0.4335, 0.4703], [0.7309, -0.2662, -0.1691], [1.2543, 1.0152, -0.3274], [0.5281, 1.7431, -1.4024], [-0.7960, 1.8177, -1.0289], [-0.0171, -1.8811, 2.2805], [-1.6620, -2.3383, -0.0033], [-0.4452, 0.0117, 1.5388], [-1.1995, 0.0849, -0.1501], [0.7710, -0.8068, -0.9925], [2.2600, 0.9438, -0.4513], [0.8474, 1.5478, 0.5814], [0.5931, 1.3722, -2.3632], [0.9793, 2.6947, -1.6248], [-0.7470, 2.5636, -0.4707]], "forces_ev_per_a": [[0.985, -0.121, 0.174], [-1.327, -2.011, 1.775], [-0.202, 2.663, -3.882], [3.847, -1.847, 3.817], [-1.027, -3.653, 1.831], [-3.762, 1.292, 1.143], [1.507, 0.929, -0.218], [-1.161, 0.261, -0.951], [1.334, -0.014, 0.942], [0.505, 0.742, 0.615], [-0.914, -0.358, -2.025], [-3.674, 1.972, -1.672], [0.120, -0.700, -1.101], [3.113, 0.362, -0.011], [1.525, -0.082, -0.280], [0.042, -1.959, -1.974], [0.132, 1.190, 0.548], [-1.042, 1.335, 1.268]], "lowdin_charge": [0.01, -0.42, 0.05, -0.15, -0.06, -0.23, -0.29, -0.04, 0.12, 0.17, 0.16, 0.04, 0.10, 0.09, 0.14, 0.10, 0.12, 0.08], "lumo_ev": 0.69, "smiles": "O=CNCNCCO", "total_charge": 0, "e_homo_ha": -0.3246}



No. 4
{"formula": "C7H6NO", "method": "the ωB97M-V functional and the def2-TZVPD basis", "species": ["C", "C", "C", "C", "C", "C", "C", "N", "O", "H", "H", "H", "H", "H", "H"], "positions_angstrom": [[1.7416, 1.2589, 0.1065], [1.9660, -0.1466, 0.0528], [0.4365, 1.7027, -0.0397], [0.9057, -0.9961, -0.1315], [-0.5477, 0.7871, -0.1352], [-2.4673, 0.0046, 0.0935], [-1.5912, -1.1998, 0.1014], [-0.3385, -0.5354, -0.1456], [-3.4843, 0.4919, -0.0039], [2.5526, 1.9668, 0.3119], [3.0443, -0.6433, -0.0245], [0.1999, 2.8060, -0.1798], [0.9788, -2.0169, -0.3690], [-1.4108, -1.5829, 1.0339], [-1.9854, -1.8971, -0.6709]], "forces_ev_per_a": [[0.351, -0.987, 0.459], [2.419, -0.368, -0.779], [0.795, 2.501, -0.679], [0.571, -0.365, -0.181], [-4.313, -0.815, 0.529], [3.190, 2.283, -0.632], [-0.368, -0.437, -2.380], [0.622, 1.880, -0.504], [-1.199, -0.216, 0.256], [-0.243, -0.401, -0.324], [-2.521, 1.430, 0.447], [0.298, -1.613, 0.564], [0.588, -1.290, 0.156], [-0.805, -1.657, 2.503], [0.615, 0.056, 0.566]], "lowdin_charge": [0.01, 0.00, -0.03, -0.03, 0.01, -0.08, 0.00, -0.08, 0.30, 0.13, 0.18, 0.15, 0.14, 0.13, 0.18], "lumo_ev": -4.56, "total_charge": 1, "e_homo_ha": -0.5197}



No. 5
{"formula": "C5H8O", "method": "the ωB97M-V functional and the def2-TZVPD basis", "species": ["C", "C", "C", "C", "C", "O", "H", "H", "H", "H", "H", "H", "H", "H"], "positions_angstrom": [[1.5738, -0.4343, -0.8249], [0.6941, -0.6321, 0.3301], [0.1424, 0.3114, 1.6174], [-0.6905, -0.1640, 0.4755], [-1.6061, 0.4496, -0.5299], [-0.3701, -1.5704, 0.4269], [1.0700, 0.1220, -1.5577], [1.5510, -1.4119, -1.3654], [2.6485, -0.0339, -0.5667], [0.0140, -0.0345, 2.5772], [0.3154, 1.4011, 1.5874], [-1.2048, 1.5288, -0.3976], [-2.6433, 0.5100, -0.2826], [-1.4944, -0.0417, -1.4897]], "forces_ev_per_a": [[2.150, -1.307, 0.121], [-2.056, 2.588, 2.699], [0.382, 0.138, -3.980], [0.124, -1.002, -0.288], [1.968, 2.001, 1.322], [0.101, -0.460, 0.557], [-0.360, 1.727, -0.958], [0.936, 0.364, 0.674], [-2.225, -1.001, -0.697], [-0.051, -1.317, 1.976], [0.331, -0.587, -0.247], [-0.881, -1.223, -1.361], [-0.671, -0.304, 0.467], [0.254, 0.383, -0.285]], "lowdin_charge": [-0.03, -0.32, 0.08, -0.44, 0.00, 0.02, 0.04, 0.10, 0.13, 0.06, 0.11, 0.12, 0.06, 0.08], "lumo_ev": 0.95, "smiles": "C[C@@]12C[C@]1(C)O2", "total_charge": 0, "e_homo_ha": -0.3017}



Relative energy (zero: lowest compared OMol25 entry of this formula, charge and spin)
In order: 57.18; 48.37; 86.43; 0.00; 95.49
Unit: kcal per mole